Arrangement A

DFT (ωB97M-V with the def2-TZVPD basis set) results for a structure of composition C33H42BrN3O5PSiSr.

Last column: Mulliken charge in e.
Geometry (Å):
Sr: 0.6978 -0.5944 -0.0752  2.1998
Br: 5.8826 1.6314 4.8887  -0.2632
C: 4.9127 0.8742 3.4276  -0.1840
C: 5.4908 0.8588 2.1564  -0.4614
C: 4.7817 0.3343 1.1118  -0.7420
C: 3.4686 -0.2186 1.2612  -0.5518
O: 2.8237 -0.6445 0.2618  -0.6247
C: 2.9400 -0.2344 2.6023  1.0769
C: 1.6844 -0.8273 2.9218  -0.3360
N: 1.0076 -1.6000 2.1508  -0.1727
C: -0.1398 -2.1913 2.6126  -0.0586
C: -0.2934 -2.5828 3.9327  -0.1990
C: -1.4762 -3.1534 4.3999  -1.1055
C: -2.5373 -3.3300 3.5577  -0.9144
C: -2.4305 -2.9603 2.2033  1.2139
C: -3.5107 -3.0680 1.3052  -1.0097
C: -3.3520 -2.6677 0.0072  -1.1775
C: -2.0881 -2.2168 -0.4032  -0.5194
N: -1.0661 -2.1178 0.4037  0.2274
C: -1.2114 -2.4299 1.7008  0.3094
C: 3.6664 0.3506 3.6483  -0.7246
H: 6.4814 1.2642 2.0071  0.4118
H: 5.2070 0.3181 0.1185  0.4548
H: 1.3123 -0.5954 3.9289  0.2866
H: 0.5246 -2.4457 4.6254  0.6272
H: -1.5471 -3.4371 5.4415  0.3960
H: -3.4728 -3.7367 3.9164  0.3962
H: -4.4534 -3.4560 1.6712  0.3833
H: -4.1770 -2.7122 -0.6899  0.4785
H: -1.9036 -1.9450 -1.4343  0.7859
H: 3.2400 0.3611 4.6432  0.5261
C: -0.0951 -4.1776 -2.5513  -1.0945
Si: 1.3277 -2.9711 -2.9971  -0.0782
C: 2.8739 -3.6576 -2.0871  -1.0170
C: 1.6578 -3.2529 -4.8782  -1.2996
N: 1.0063 -1.3626 -2.5126  0.3857
C: 1.2624 -0.3090 -3.3517  -0.2445
C: 0.7291 -0.2249 -4.6510  -0.3159
C: 1.0500 0.8137 -5.5015  -0.7340
C: 1.9155 1.8174 -5.0982  -0.4895
C: 2.4284 1.7757 -3.8070  -0.7196
C: 2.1049 0.7442 -2.9514  -0.1158
H: 0.1397 -5.1855 -2.8840  0.4506
H: -1.0422 -3.8939 -2.9999  0.2561
H: -0.2252 -4.2026 -1.4732  0.2150
H: 2.8649 -4.7403 -1.9991  0.3622
H: 2.8953 -3.2330 -1.0845  0.1663
H: 3.7953 -3.3739 -2.5823  0.2781
H: 2.2284 -4.1614 -5.0642  0.3996
H: 2.2226 -2.4164 -5.2781  0.3955
H: 0.7356 -3.3265 -5.4486  0.3051
H: 0.0348 -0.9871 -4.9743  0.4700
H: 0.6241 0.8394 -6.4972  0.3606
H: 2.1929 2.6133 -5.7774  0.3545
H: 3.1030 2.5576 -3.4762  0.3931
H: 2.5162 0.6924 -1.9438  0.5134
C: -2.3301 2.9067 -1.4045  -1.4091
C: -3.2627 1.8329 -0.8507  1.7984
C: -4.4479 2.4921 -0.1347  -1.6331
C: -3.7641 0.9497 -2.0019  -1.5721
O: -2.6257 0.9617 0.0730  -0.1706
P: -1.2701 1.2439 0.9003  0.5991
O: -0.1026 1.3769 -0.0361  -0.9560
O: -1.1857 0.2184 1.9583  -0.6916
O: -1.6465 2.7063 1.5198  0.1911
C: -0.7674 3.4333 2.3592  2.0864
C: -0.3887 4.7154 1.6082  -1.8386
C: 0.4908 2.6565 2.7285  -1.8624
C: -1.5613 3.7474 3.6335  -1.8569
H: -2.7782 3.3732 -2.2797  0.5444
H: -1.3796 2.4595 -1.6795  0.1615
H: -2.1469 3.6649 -0.6499  0.2369
H: -4.9343 3.2162 -0.7856  0.4137
H: -4.0817 2.9919 0.7577  0.1862
H: -5.1708 1.7346 0.1660  0.3388
H: -4.3263 1.5526 -2.7127  0.4733
H: -4.4085 0.1644 -1.6124  0.2871
H: -2.9162 0.4948 -2.5080  0.1898
H: 0.1746 4.4538 0.7140  0.2853
H: 0.2178 5.3640 2.2359  0.4794
H: -1.2868 5.2515 1.3074  0.3607
H: 1.0528 2.4097 1.8318  0.3421
H: 0.2103 1.7304 3.2200  0.3634
H: 1.1137 3.2511 3.3956  0.5896
H: -2.4690 4.2940 3.3795  0.3631
H: -0.9669 4.3356 4.3311  0.4186
H: -1.8490 2.8093 4.1050  0.3553

**HOMO energy**: -4.1 eV
**Net charge**: -1

---

Arrangement B

DFT (ωB97M-V with the def2-TZVPD basis set) results for a structure of composition C33H42BrN3O5PSiSr.

Last column: Mulliken charge in e.
Geometry (Å):
Sr: 0.4822 -0.6221 -1.1724  2.4372
Br: -3.2875 -4.1354 4.9055  -0.2557
C: -2.5855 -3.3769 3.3090  -0.2898
C: -3.0681 -3.7981 2.0618  -0.4311
C: -2.5708 -3.2493 0.9058  -0.8299
C: -1.5554 -2.2549 0.9259  -0.2152
O: -1.1033 -1.7422 -0.1580  -0.3251
C: -1.0792 -1.8535 2.2018  0.9094
C: -0.0721 -0.8210 2.3940  -1.0490
N: 0.6231 -0.2429 1.4883  0.6873
C: 1.5164 0.7843 1.8981  -0.1490
C: 2.1272 0.8589 3.1181  -0.2957
C: 2.9049 1.9857 3.4798  -0.9515
C: 3.0595 3.0308 2.6214  -0.8872
C: 2.4987 2.9550 1.3212  1.4620
C: 2.6601 3.9779 0.3584  -0.7512
C: 2.1682 3.8117 -0.8959  -1.3648
C: 1.5395 2.5892 -1.2302  -0.1578
N: 1.3419 1.6327 -0.3515  0.2982
C: 1.7856 1.8095 0.9358  -0.6525
C: -1.6137 -2.4151 3.3708  -0.6707
H: -3.8378 -4.5589 2.0154  0.3963
H: -2.9344 -3.5637 -0.0647  0.4052
H: 0.0474 -0.5119 3.4383  0.3015
H: 2.0174 0.0438 3.8214  0.5775
H: 3.3682 2.0131 4.4579  0.3872
H: 3.6336 3.9062 2.9001  0.3760
H: 3.1863 4.8840 0.6389  0.3899
H: 2.2806 4.5719 -1.6571  0.4852
H: 1.2048 2.4020 -2.2505  0.6520
H: -1.2354 -2.0812 4.3304  0.4373
C: 4.8164 -0.0309 -0.3727  -0.5491
Si: 4.0438 -1.2846 -1.5381  -0.1932
C: 3.4966 -0.3221 -3.0585  -0.4395
C: 5.4477 -2.4055 -2.0915  -1.2563
N: 2.6717 -2.0568 -0.9248  0.0764
C: 2.6941 -3.0670 -0.0016  0.0441
C: 3.8290 -3.4458 0.7640  -0.0581
C: 3.7772 -4.4483 1.7233  -0.7539
C: 2.5996 -5.1395 1.9878  -0.6748
C: 1.4696 -4.7969 1.2459  -0.3607
C: 1.5150 -3.8050 0.2827  -0.1121
H: 5.6648 0.4834 -0.8401  0.4005
H: 5.1752 -0.5263 0.5362  0.2820
H: 4.0889 0.7283 -0.0661  -0.1132
H: 4.3659 0.0744 -3.5950  0.4541
H: 2.8444 0.5380 -2.8611  0.1003
H: 2.9466 -0.9729 -3.7473  -0.3104
H: 5.9401 -1.9691 -2.9669  0.4031
H: 5.0767 -3.3976 -2.3675  0.3286
H: 6.2018 -2.5428 -1.3118  0.3219
H: 4.7688 -2.9222 0.6096  0.1058
H: 4.6766 -4.6867 2.2825  0.3657
H: 2.5598 -5.9139 2.7432  0.3583
H: 0.5291 -5.3098 1.4217  0.3571
H: 0.6158 -3.5749 -0.2785  0.2874
C: 0.6931 -0.9897 -6.2364  -1.3728
C: -0.1324 -1.7626 -5.2206  1.6097
C: -1.5012 -2.1205 -5.7659  -1.4567
C: 0.6066 -3.0020 -4.7478  -1.5434
O: -0.3195 -0.9906 -3.9980  0.2271
P: -0.5358 0.5950 -3.8158  1.1541
O: 0.6587 1.3644 -4.2529  -0.9841
O: -0.9166 0.6876 -2.3633  -1.2146
O: -1.7929 0.8843 -4.7584  -0.1420
C: -2.2021 2.2267 -5.1512  1.7055
C: -1.3294 2.6718 -6.3106  -1.5808
C: -2.1133 3.1920 -3.9747  -1.5561
C: -3.6471 2.0661 -5.5780  -1.8231
H: 0.9023 -1.6504 -7.0822  0.4941
H: 1.6333 -0.6542 -5.7988  0.1822
H: 0.1631 -0.1096 -6.6054  0.1882
H: -1.3748 -2.7688 -6.6372  0.4375
H: -2.0575 -1.2305 -6.0599  0.1425
H: -2.0756 -2.6590 -5.0099  0.2955
H: 0.7478 -3.7009 -5.5757  0.4288
H: 0.0355 -3.5002 -3.9629  0.3398
H: 1.5838 -2.7380 -4.3410  0.1705
H: -0.2820 2.6929 -6.0119  0.2369
H: -1.6325 3.6682 -6.6443  0.4762
H: -1.4438 1.9788 -7.1475  0.3199
H: -1.0774 3.3917 -3.6934  0.2737
H: -2.6336 2.7864 -3.1058  0.2914
H: -2.5849 4.1360 -4.2605  0.5173
H: -3.7261 1.3233 -6.3738  0.3724
H: -4.0386 3.0159 -5.9487  0.4080
H: -4.2574 1.7398 -4.7348  0.4119

**HOMO energy**: -3.9 eV
**Net charge**: -1

---

The structure with the least stability is arrangement A.

---

Arrangement A

DFT (ωB97M-V with the def2-TZVPD basis set) results for a structure of composition C21H24F2N7ORuS3.

Last column: Mulliken charge in e.
Geometry (Å):
Ru: -0.3759 1.1470 0.3082  0.3803
N: -4.0766 0.2256 2.3121  -0.4543
C: -2.8989 0.7679 1.9022  0.7167
S: -2.6699 1.0336 0.2194  -0.4754
N: -2.0513 1.1029 2.8458  -1.6252
N: -0.8697 1.5253 2.2772  1.3642
C: -0.0913 2.2113 3.0215  -0.9882
C: 1.1905 2.6024 2.4367  0.7412
C: 2.1192 3.3672 3.1257  -0.9365
C: 3.3131 3.6755 2.4985  -0.3298
C: 3.5354 3.2060 1.2136  -1.0123
C: 2.5584 2.4488 0.5957  -0.0936
N: 1.4035 2.1450 1.1957  0.2888
H: -4.8418 0.2433 1.6598  0.2334
H: -4.3065 0.3522 3.2847  0.2595
H: -0.3815 2.4760 4.0313  0.3420
H: 1.8967 3.7112 4.1265  0.4554
H: 4.0558 4.2803 3.0021  0.4205
H: 4.4571 3.4152 0.6896  0.4442
H: 2.6873 2.0721 -0.4061  0.4843
S: 1.9778 -0.5623 -0.0236  -0.3290
C: 1.4267 0.0295 -1.5193  0.0466
N: 0.2824 0.6736 -1.6354  0.7494
C: -0.0367 0.9800 -2.9538  -0.8674
C: -1.2194 1.5624 -3.3974  -0.3763
C: -1.3856 1.7713 -4.7537  -0.8508
C: -0.3943 1.4078 -5.6690  -0.4832
C: 0.7776 0.8133 -5.2365  -0.5757
C: 0.9435 0.5975 -3.8734  1.1851
S: 2.2661 -0.1691 -3.0379  -0.3640
H: -1.9805 1.8437 -2.6843  0.2336
H: -2.2996 2.2276 -5.1113  0.4019
H: -0.5455 1.5867 -6.7255  0.3829
H: 1.5449 0.5192 -5.9412  0.3930
C: -1.0124 -2.3995 -1.7061  -1.1177
N: -0.5593 -3.0153 -0.4731  0.2946
C: 0.0688 -4.3187 -0.5707  -0.5585
C: -0.1170 -5.0700 0.7308  -0.7459
C: 0.4644 -4.2340 1.8500  -0.6129
N: -0.0585 -2.8797 1.8048  0.3300
C: 0.0828 -2.1017 3.0186  -0.8722
C: -0.5176 -2.2784 0.6703  0.1979
O: -0.9098 -1.1047 0.6899  -0.1580
H: -1.6641 -3.0982 -2.2345  0.4665
H: -0.1708 -2.1428 -2.3563  0.2993
H: -1.5683 -1.4965 -1.4762  0.2217
H: 1.1367 -4.2129 -0.8008  0.2668
H: -0.3956 -4.8518 -1.4010  0.3565
H: 0.3789 -6.0401 0.6910  0.3728
H: -1.1830 -5.2329 0.9043  0.2924
H: 1.5587 -4.2134 1.7748  0.3072
H: 0.2129 -4.6591 2.8242  0.3548
H: -0.5117 -2.5439 3.8223  0.3325
H: -0.2630 -1.0890 2.8450  0.0116
H: 1.1308 -2.0756 3.3316  0.3364
F: -1.6032 3.3961 -1.0416  -0.3464
C: -0.5189 3.0934 -0.2488  0.1283
F: 0.5670 3.4862 -1.0213  -0.3275
H: -0.5586 3.7922 0.5949  0.4089

**Expectation value of S²**: 0.757
**HOMO energy (spin up / spin down)**: -7.2 / -7.2 eV
**Multiplicity**: 2

---

Arrangement B

DFT (ωB97M-V with the def2-TZVPD basis set) results for a structure of composition C21H24F2N7ORuS3.

Last column: Mulliken charge in e.
Geometry (Å):
Ru: -0.3610 -0.5175 -0.1723  0.5270
N: 1.6428 0.4786 3.7445  -0.4469
C: 1.1434 0.3876 2.4771  0.5104
S: 1.5325 -1.0574 1.5633  -0.3792
N: 0.4847 1.3851 1.9811  -1.6049
N: -0.0259 1.2885 0.7615  1.4676
C: -0.3501 2.4382 0.1376  -1.2407
C: -0.9040 2.4282 -1.1381  0.7599
C: -1.1376 3.6148 -1.8939  -0.8157
C: -1.6740 3.5207 -3.1464  -0.4361
C: -2.0165 2.2580 -3.6597  -0.9934
C: -1.7596 1.1438 -2.8755  -0.2907
N: -1.2079 1.2071 -1.6856  0.5811
H: 1.8273 -0.3954 4.2097  0.2508
H: 1.2241 1.2023 4.3113  0.2595
H: -0.1381 3.3641 0.6548  0.3508
H: -0.8713 4.5708 -1.4694  0.4720
H: -1.8361 4.4021 -3.7488  0.4218
H: -2.4743 2.1519 -4.6306  0.4714
H: -2.0304 0.1541 -3.2261  0.5700
S: -1.0620 -3.0914 1.6111  -0.3232
C: -1.3422 -3.2515 -0.0338  -0.0107
N: -0.8368 -2.4219 -0.9295  0.1433
C: -1.1490 -2.7741 -2.2127  -0.5462
C: -0.7093 -2.1246 -3.3649  0.1032
C: -1.1463 -2.5867 -4.5907  -0.9481
C: -2.0140 -3.6733 -4.6823  -0.5548
C: -2.4359 -4.3428 -3.5476  -0.3977
C: -1.9839 -3.9025 -2.3176  0.6233
S: -2.3045 -4.5539 -0.7325  -0.2981
H: -0.0384 -1.2785 -3.2724  0.5489
H: -0.8223 -2.0920 -5.4956  0.4190
H: -2.3678 -3.9988 -5.6500  0.3743
H: -3.1015 -5.1877 -3.6127  0.4040
C: 2.0315 2.2772 -3.0466  -0.7666
N: 2.7808 1.0476 -3.1439  0.3410
C: 4.0011 1.1145 -3.9160  -0.6661
C: 4.4282 -0.2868 -4.3208  -0.7017
C: 4.5247 -1.1218 -3.0543  -0.6498
N: 3.2583 -1.0929 -2.3577  0.2845
C: 3.0253 -2.1650 -1.4186  -0.5473
C: 2.4479 -0.0047 -2.3466  0.1923
O: 1.3980 0.0218 -1.6934  -0.1270
H: 1.7221 2.6112 -4.0385  0.3855
H: 2.6364 3.0596 -2.5805  0.3299
H: 1.1533 2.0977 -2.4344  -0.0621
H: 4.7953 1.6073 -3.3364  0.3002
H: 3.8019 1.7255 -4.8019  0.3580
H: 5.3837 -0.2680 -4.8448  0.3692
H: 3.6733 -0.7157 -4.9817  0.3004
H: 5.3300 -0.7392 -2.4111  0.3038
H: 4.7479 -2.1646 -3.2952  0.3512
H: 3.1042 -3.1266 -1.9261  0.3363
H: 2.0240 -2.0603 -0.9972  -0.2999
H: 3.7500 -2.1262 -0.6013  0.3272
F: -3.1135 -0.8690 -0.5709  -0.2559
C: -2.3528 -0.3408 0.4460  0.0091
F: -2.8114 0.9294 0.6048  -0.2506
H: -2.6332 -0.8879 1.3691  0.1665

**Expectation value of S²**: 0.765
**HOMO energy (spin up / spin down)**: -6.9 / -6.8 eV
**Multiplicity**: 2

---

The structure with the least stability is arrangement B.

---

Arrangement A

DFT (ωB97M-V with the def2-TZVPD basis set) results for a cluster of 2 separate species, CH7IN3 in total.

Last column: Mulliken charge in e.
Geometry (Å):
C: 0.1143 0.2318 0.8407  -0.3803
N: 0.1848 -0.5676 -1.3205  -0.2221
N: 0.7094 0.3814 -0.4350  -0.4449
N: -1.2689 0.5179 0.6577  -0.6418
I: 0.6642 -1.5894 1.7327  0.2133
H: 0.9949 1.2678 1.6357  0.3963
H: 0.2634 -1.6177 -1.1742  0.3398
H: 0.5166 -0.4124 -2.2736  0.3567
H: 1.7672 0.0257 -0.2419  0.3713
H: -1.2506 1.5202 0.3276  0.2775
H: -0.8674 -0.4239 -1.2413  0.4266
H: -1.8280 0.6663 1.4922  0.3076

**HOMO energy**: -13.7 eV
**Net charge**: +1

---

Arrangement B

DFT (ωB97M-V with the def2-TZVPD basis set) results for a cluster of 2 separate species, CH7IN3 in total.

Last column: Mulliken charge in e.
Geometry (Å):
C: 1.1652 0.9743 0.4506  -0.1513
N: -0.7074 0.1132 -1.6171  -0.5928
N: 0.1681 0.5265 1.1254  0.1946
N: 0.1721 -0.6189 1.8497  -0.6712
I: 2.7709 -0.2456 -0.0324  0.2698
H: 1.2094 2.0706 0.1895  0.4630
H: -1.2750 0.6214 -0.9490  0.2020
H: -0.1840 0.7219 -2.1994  0.2194
H: -0.6336 1.0449 1.5046  0.3268
H: -1.2191 -0.4049 -2.2851  0.2229
H: -0.7226 -0.9281 2.2820  0.2795
H: 0.8605 -1.4057 1.4878  0.2373

**HOMO energy**: -13.9 eV
**Net charge**: +1

---

The structure with the least stability is arrangement A.

---

Arrangement A

DFT (ωB97M-V with the def2-TZVPD basis set) results for a cluster of 2 separate species, C2H10NS2 in total.

Last column: Mulliken charge in e.
Geometry (Å):
C: -1.0502 1.7577 -1.1828  -0.7723
N: -1.1554 0.6078 -2.1200  -0.0718
H: -1.7952 1.5455 -0.2905  0.3273
H: -0.0387 1.9552 -0.7699  0.2988
H: -1.4122 2.7075 -1.7071  0.3409
H: -2.1141 0.5219 -2.2199  0.3759
H: -0.8394 -0.2864 -1.7050  0.0396
H: -0.5176 0.7499 -2.8931  0.3886
C: 1.4407 -1.2108 2.7465  -0.7053
S: 1.5445 -0.3011 1.2398  0.0245
S: 0.5543 -1.3505 -0.2034  -0.2592
H: 0.5192 -0.8625 3.3786  0.2688
H: 2.3970 -0.9696 3.3565  0.2700
H: 1.4249 -2.3238 2.6690  0.3065
H: 1.0422 -2.5410 -0.2985  0.1677

**HOMO energy**: -12.2 eV
**Net charge**: +1

---

Arrangement B

DFT (ωB97M-V with the def2-TZVPD basis set) results for a cluster of 2 separate species, C2H10NS2 in total.

Last column: Mulliken charge in e.
Geometry (Å):
C: 0.3095 1.0230 1.8400  -0.7339
N: -1.0124 0.9245 1.2527  -0.1596
H: 0.8390 1.8705 1.3041  0.3294
H: 0.2701 1.3494 2.8847  0.3270
H: 0.6673 -0.0781 1.7488  0.3647
H: -1.6398 0.4227 1.7693  0.3046
H: -0.7373 0.5996 0.2745  0.0632
H: -1.5143 1.7727 1.0154  0.3667
C: 0.4459 -1.9353 -1.3218  -0.7321
S: 1.1027 -0.2398 -0.8676  -0.1184
S: -0.1543 0.9106 -2.2009  -0.2216
H: 1.2670 -2.5955 -1.5860  0.3221
H: -0.2367 -2.0564 -2.1936  0.3418
H: -0.0406 -2.3230 -0.4976  0.3001
H: 0.4341 0.3550 -3.4219  0.2462

**HOMO energy**: -13.0 eV
**Net charge**: +1

---

The structure with the least stability is arrangement B.